A single C4H6OS molecule at a distorted geometry, computed with ωB97M-V/def2-TZVPD.

Computed properties:
Charge: 0
DFT total energy (eV): -17122.772
LUMO level (spin up / spin down) (eV): 0.79 / 0.80
HOMO level (spin up / spin down) (eV): -7.65 / -7.65
Orbital gap (spin up / spin down) (Eh): 0.310 / 0.311
Energy above the lowest of the compared OMol25 structures with the same formula, charge and spin (kJ/mol): 517.0

Last column: Mulliken charge in e.
Atoms and positions in Å:
1 C -0.39656 0.67698 0.67831  -0.312
2 C -0.95483 1.09720 -0.38452  -0.392
3 C 0.83716 -0.29546 0.78400  -0.480
4 C 0.73147 -0.14164 -1.52604  -0.209
5 O 1.51649 -0.25704 -0.41810  -0.300
6 S -0.35575 -1.37603 -2.18871  -0.118
7 H -0.82844 0.62505 1.66053  0.296
8 H -1.66713 1.61018 -0.92487  0.448
9 H 1.44236 -0.02330 1.61502  0.386
10 H 0.24163 -1.08108 0.93494  0.357
11 H 1.39827 0.19150 -2.33409  0.244
12 H -0.58979 -1.97178 -1.11057  0.079

A molecular structure, C16H40N8O32S4 at a distorted geometry, computed with ωB97M-V/def2-TZVPD.

Computed properties:
Charge: +1
2S+1: 2
DFT total energy (eV): -137982.884
LUMO level (spin up / spin down) (eV): -6.64 / -10.38
HOMO level (spin up / spin down) (eV): -12.43 / -12.43
Orbital gap (spin up / spin down) (Eh): 0.213 / 0.076

Last column: Mulliken charge in e.
Atoms and positions in Å:
1 C 4.33294 1.89803 -1.14658  -0.459
2 N 5.56591 2.11199 -2.08448  0.987
3 O 6.63602 2.08472 -1.58108  -0.347
4 O 5.36849 2.16551 -3.32359  -0.049
5 H 3.81115 0.99435 -1.46154  0.141
6 H 3.66279 2.73614 -1.33783  0.331
7 H 4.53320 1.90388 -0.07515  0.336
8 C -1.54223 1.63081 5.97937  -0.572
9 N -2.03875 2.99988 6.02037  0.880
10 O -2.80180 3.30370 6.88708  -0.548
11 O -1.55526 3.77610 5.19897  -0.464
12 H -2.34042 0.93306 6.23264  0.320
13 H -0.80774 1.72460 6.77927  0.343
14 H -1.10444 1.27300 5.04749  0.057
15 C 2.79036 1.28972 -4.99286  -0.761
16 N 2.20032 0.05836 -4.48019  1.002
17 O 2.77957 -0.40510 -3.48075  -0.500
18 O 1.22433 -0.34907 -5.05650  -0.490
19 H 3.84868 1.03540 -5.05099  0.324
20 H 2.49507 2.02617 -4.24550  0.131
21 H 2.50964 1.63270 -5.98869  0.304
22 C 1.00409 5.47234 1.90574  -0.331
23 N 2.11333 6.30786 2.48002  0.931
24 O 1.86263 7.04709 3.42114  -0.566
25 O 3.19724 6.12421 2.07189  -0.570
26 H 1.19985 5.26210 0.85428  0.089
27 H 0.15682 6.15336 1.98602  0.291
28 H 1.03198 4.55414 2.49246  0.190
29 C 3.95115 -0.99228 3.52941  -0.621
30 N 3.52379 -2.25118 2.88714  1.035
31 O 2.70632 -2.95527 3.45439  -0.549
32 O 4.02276 -2.54293 1.81664  -0.573
33 H 5.02916 -1.07657 3.66686  0.347
34 H 3.43914 -0.80589 4.47344  0.282
35 H 3.72404 -0.11011 2.93083  0.085
36 C -2.81356 -2.07823 0.58936  0.004
37 N -4.02857 -2.18346 -0.27227  0.992
38 O -4.97521 -2.76801 0.14062  -0.587
39 O -3.94977 -1.62904 -1.38089  -0.538
40 H -2.22727 -2.96343 0.34281  0.048
41 H -3.13285 -2.16874 1.62761  0.301
42 H -2.28516 -1.13995 0.42044  -0.198
43 C -0.42980 3.73201 -1.71155  -0.482
44 N 0.97962 3.21288 -1.57701  0.850
45 O 1.27487 2.10446 -2.03374  -0.192
46 O 1.72923 3.94469 -0.93761  -0.658
47 H -0.79567 3.71665 -0.68490  -0.016
48 H -1.03108 3.08687 -2.35214  0.076
49 H -0.44722 4.75665 -2.08290  0.365
50 C -2.75431 -0.41355 -4.94582  -0.836
51 N -1.94206 0.58740 -4.20900  0.856
52 O -1.75458 0.42826 -2.99353  -0.324
53 O -1.52782 1.56050 -4.80819  -0.548
54 H -2.16421 -0.83493 -5.75965  0.258
55 H -3.63058 0.07732 -5.36925  0.328
56 H -3.07493 -1.22659 -4.29447  0.275
57 C -0.36278 -4.65904 1.70063  0.297
58 C 0.28817 -5.53936 2.79567  -0.113
59 O -0.69788 -6.23540 3.42794  -0.389
60 S -2.21680 -5.93717 2.85349  1.008
61 O -3.18898 -5.63576 3.92116  -0.533
62 O -2.61723 -6.94744 1.87650  -0.534
63 O -1.72701 -4.54552 2.08743  -0.251
64 H -0.20614 -5.04304 0.69261  0.204
65 H -0.08576 -3.60853 1.78889  -0.215
66 H 0.73049 -4.94453 3.59481  0.150
67 H 1.03296 -6.26554 2.47005  0.343
68 C 0.42434 -0.59962 -0.31138  0.961
69 C 1.87840 -0.94108 0.08070  -0.082
70 O 2.17741 0.06740 1.00743  -0.391
71 S 0.89561 0.73495 1.87680  0.772
72 O 0.72187 2.18656 1.60341  -0.031
73 O 0.88128 0.24978 3.29331  -0.540
74 O -0.09124 -0.12775 0.93749  -0.046
75 H -0.09543 -1.50401 -0.62763  -0.075
76 H 0.33559 0.13943 -1.10764  -0.787
77 H 2.49434 -0.92517 -0.81844  0.103
78 H 1.97244 -1.94740 0.48885  0.160
79 C -5.15196 2.87488 2.32967  -0.541
80 C -4.18622 2.30688 3.28983  -0.219
81 O -2.92130 2.33417 2.65498  -0.159
82 S -3.00176 2.72411 1.05433  0.941
83 O -2.23040 1.75212 0.28468  -0.229
84 O -2.74860 4.16161 0.77294  -0.691
85 O -4.61342 2.45577 1.06621  -0.360
86 H -5.08605 3.96204 2.37241  0.342
87 H -6.11545 2.37784 2.44251  0.325
88 H -4.39975 1.24419 3.40462  0.256
89 H -4.16024 2.70973 4.30232  0.310
90 C 0.93957 -4.67657 -5.22194  -0.367
91 C 0.31462 -3.36072 -5.65012  -0.250
92 O -0.64250 -2.96328 -4.72781  -0.185
93 S -0.08137 -3.36759 -3.24072  1.111
94 O -1.21037 -3.85319 -2.43616  -0.623
95 O 0.94010 -2.45929 -2.67190  -0.380
96 O 0.72493 -4.72250 -3.80594  -0.359
97 H 2.01536 -4.79288 -5.35329  0.286
98 H 0.41007 -5.51587 -5.67284  0.260
99 H -0.03675 -3.31640 -6.68098  0.473
100 H 1.14878 -2.65919 -5.66218  0.070

A molecular structure, C4H15N2O5 at a distorted geometry, computed with ωB97M-V/def2-TZVPD.

Computed properties:
Charge: -1
DFT total energy (eV): -17608.535
LUMO level (eV): 3.60
HOMO level (eV): -4.97
Orbital gap (Eh): 0.315
Energy above the lowest of the compared OMol25 structures with the same formula, charge and spin (kJ/mol): 388.6

Last column: Mulliken charge in e.
Atoms and positions in Å:
1 N -1.60756 0.65187 -2.10959  -0.695
2 C -1.32254 -0.67656 -1.81176  -0.408
3 C -1.34614 -1.21797 -0.38012  0.628
4 N -0.18159 -1.72704 0.18997  -0.204
5 C 1.18561 -1.70260 -0.35931  -0.585
6 C 2.30407 -0.77802 0.34550  -0.372
7 O 2.29993 0.42424 -0.20487  -0.732
8 O -2.34738 -1.47268 0.32849  -0.699
9 H -0.86860 1.11481 -1.73045  0.339
10 H -2.39826 1.16055 -1.50892  0.301
11 H -2.15245 -1.38838 -2.39592  0.187
12 H -0.30469 -0.78004 -2.23967  0.330
13 H -0.22556 -1.49145 1.28050  0.349
14 H 1.17112 -1.26097 -1.33702  0.125
15 H 1.48287 -2.76200 -0.47189  0.325
16 H 2.36543 -0.69744 1.44886  0.280
17 H 3.30436 -1.21268 -0.10524  0.266
18 H -0.57907 2.54341 0.11513  0.432
19 H -2.08499 2.44783 0.74541  0.277
20 O -1.52236 2.60982 -0.09467  -0.734
21 H 1.33297 1.06488 0.22759  0.460
22 H 1.43342 2.34372 1.27433  0.210
23 O 0.62004 1.87533 1.00335  -1.011
24 H 0.12512 0.59101 1.85280  0.374
25 H -0.66743 0.37921 3.24271  0.257
26 O -0.01632 -0.03882 2.69476  -0.700

A single C4H6FNOS molecule at a distorted geometry, computed with ωB97M-V/def2-TZVPD.

Computed properties:
Charge: 0
SMILES string: O/N=C\[C@@H](S)/C=C\F
DFT total energy (eV): -21332.720
LUMO level (eV): 0.77
HOMO level (eV): -9.34
Orbital gap (Eh): 0.371
Energy above the lowest of the compared OMol25 structures with the same formula, charge and spin (kJ/mol): 307.4

Last column: Mulliken charge in e.
Atoms and positions in Å:
1 C -0.09921 -0.97283 -0.93126  -0.299
2 C 0.74002 -0.48502 0.19093  0.274
3 C 0.22148 0.82177 0.79667  -0.490
4 C -0.47606 1.76346 0.21810  -0.005
5 H -2.53085 -1.84526 0.49422  0.385
6 H 0.28862 -1.03676 -1.93755  0.404
7 H 0.79464 -1.24432 0.95340  0.272
8 H 2.55626 0.76967 -0.85975  0.144
9 H 0.60900 1.01741 1.80693  0.304
10 H -0.86976 2.67107 0.80118  0.297
11 N -1.24928 -1.49726 -0.77509  -0.489
12 O -1.66136 -1.36065 0.53123  -0.349
13 F -0.82988 1.81409 -1.06654  -0.227
14 S 2.50638 -0.41537 -0.22248  -0.221

2 unconnected molecules or ions with the total composition C16H14FN2O at a distorted geometry, computed with ωB97M-V/def2-TZVPD.

Computed properties:
Charge: +1
DFT total energy (eV): -24554.648
LUMO level (eV): -6.36
HOMO level (eV): -11.92
Orbital gap (Eh): 0.204

Last column: Mulliken charge in e.
Atoms and positions in Å:
1 C -2.58475 0.96620 3.15113  -1.021
2 C -1.20529 1.58279 3.05914  0.800
3 C -0.07624 0.74101 2.80041  -0.472
4 N 1.11269 1.38199 2.89021  0.680
5 N 2.18332 1.78657 2.96573  -0.601
6 O -1.03189 2.80227 3.20773  -0.631
7 H -2.56676 -0.13240 3.15679  0.291
8 H -3.08204 1.31622 4.06688  0.364
9 H -3.20286 1.30932 2.30836  0.216
10 H -0.09149 -0.35141 2.87216  0.424
11 F 4.28748 -0.32566 -2.99589  -0.292
12 C 3.63041 -0.68804 -1.83900  0.183
13 C 4.38964 -1.18670 -0.78403  -0.487
14 C 3.70183 -1.57620 0.37839  -0.613
15 C 2.32642 -1.46104 0.45942  -0.639
16 C 1.54475 -0.91106 -0.61245  1.330
17 C 0.14295 -0.81419 -0.39712  -0.386
18 C -0.91602 -0.31190 -1.20456  0.953
19 C -2.22985 -0.30738 -0.61967  -0.357
20 C -3.33510 0.16160 -1.31043  -0.757
21 C -3.19518 0.63546 -2.62667  -0.306
22 C -1.93187 0.61951 -3.23531  -0.937
23 C -0.81269 0.15228 -2.54977  -0.067
24 C 2.25302 -0.52741 -1.79396  -0.665
25 H 5.46947 -1.26762 -0.86737  0.471
26 H 4.26701 -1.96843 1.22286  0.413
27 H 1.80172 -1.80045 1.35500  0.386
28 H -0.18507 -1.24344 0.55125  0.294
29 H -2.34468 -0.70973 0.38759  0.359
30 H -4.31621 0.16596 -0.83211  0.406
31 H -4.06144 1.01118 -3.17196  0.409
32 H -1.81736 0.97690 -4.26262  0.408
33 H 0.14025 0.11149 -3.06814  0.340
34 H 1.73580 -0.13772 -2.66201  0.503

4 unconnected molecules or ions with the total composition C16H32ClN3O6 at a distorted geometry, computed with ωB97M-V/def2-TZVPD.

Computed properties:
Charge: 0
SMILES string: CC[C@@H](Cl)[C@]1(C)COC(=O)O1.CN(C)C=O.CN(C)C=O.CN(C)C=O
DFT total energy (eV): -46389.012
LUMO level (eV): 0.37
HOMO level (eV): -8.84
Orbital gap (Eh): 0.338

Last column: Mulliken charge in e.
Atoms and positions in Å:
1 C 0.91550 -1.99622 1.77113  -1.152
2 C 0.01753 -1.32241 0.72711  -0.969
3 C -1.23002 -0.63727 1.28338  -0.163
4 Cl -1.86328 0.39992 -0.04704  -0.361
5 C -2.34038 -1.58565 1.86863  2.012
6 C -2.91991 -1.05932 3.19493  -1.715
7 C -2.05914 -3.11281 1.85459  -0.613
8 O -3.09449 -3.70113 1.07128  -0.402
9 C -3.93586 -2.74794 0.62361  0.488
10 O -4.94649 -2.96459 0.02356  -0.561
11 O -3.46353 -1.53638 0.92574  -0.490
12 H 0.36585 -2.57436 2.50947  0.255
13 H 1.50035 -1.25901 2.32048  0.321
14 H 1.58801 -2.69085 1.26376  0.323
15 H -0.24735 -1.99768 -0.09042  0.346
16 H 0.61921 -0.53744 0.26246  0.489
17 H -0.92676 0.08218 2.03993  0.302
18 H -3.95495 -0.77199 3.00598  0.483
19 H -2.93359 -1.84146 3.95058  0.290
20 H -2.40274 -0.17987 3.56454  0.351
21 H -1.09950 -3.43861 1.47582  0.472
22 H -2.19943 -3.48118 2.87232  0.173
23 C -1.07008 1.54364 -3.26775  1.037
24 O -0.22246 2.40657 -3.10247  -0.682
25 N -1.54960 1.16870 -4.46450  0.095
26 C -2.55762 0.13580 -4.58987  -0.894
27 C -1.04331 1.82099 -5.66536  -0.929
28 H -1.51772 0.98848 -2.42729  -0.440
29 H -2.18078 -0.69226 -5.19380  0.340
30 H -3.45555 0.53536 -5.06564  0.331
31 H -2.82398 -0.24221 -3.60444  0.266
32 H 0.03248 1.68020 -5.76233  0.304
33 H -1.23940 2.89298 -5.61973  0.286
34 H -1.54039 1.39993 -6.53572  0.374
35 C 3.12664 2.95190 -6.35593  0.127
36 O 2.18740 2.28511 -6.75108  -0.578
37 N 3.53444 3.02069 -5.07785  0.149
38 C 4.66634 3.82763 -4.67638  -0.927
39 C 2.81009 2.25654 -4.06861  -0.842
40 H 3.73823 3.56653 -7.03889  0.235
41 H 5.43853 3.20273 -4.22216  0.322
42 H 4.35693 4.58343 -3.95152  0.328
43 H 5.08959 4.32929 -5.54453  0.301
44 H 2.84795 1.19446 -4.31761  0.273
45 H 1.76591 2.56295 -4.03468  0.258
46 H 3.26706 2.41882 -3.09569  0.371
47 C 0.45073 -0.94912 5.07578  0.248
48 O -0.45093 -1.66687 4.67755  -0.630
49 N 0.87691 -0.90015 6.34710  0.132
50 C 1.95170 -0.02300 6.76841  -0.924
51 C 0.23251 -1.75943 7.32798  -0.941
52 H 0.99761 -0.26224 4.40839  0.185
53 H 2.77664 -0.60510 7.18272  0.346
54 H 1.59707 0.67483 7.52883  0.346
55 H 2.31854 0.54571 5.91665  0.296
56 H 0.34080 -2.80568 7.04193  0.284
57 H -0.83212 -1.53315 7.38633  0.285
58 H 0.69079 -1.59997 8.30030  0.387